No. 1
# C3H11NO3

A 3-piece molecular cluster, C3H11NO3 overall (ωB97M-V/def2-TZVPD, OMol25).

Results
HOMO: -9.55 eV
Energy above the lowest of the compared OMol25 structures with the same formula, charge and spin: 1.089 eV
SMILES string: CNC(C)=O.O.O
LUMO energy: 0.450 eV

ORCA input file:
```
! wB97M-V def2-TZVPD RIJCOSX def2/J DEFGRID3
* xyz 0 1
C 0.976 0.403 -1.099
N 0.330 -0.788 -1.554
C -0.910 -1.332 -1.329
C -1.690 -0.708 -0.212
O -1.250 -2.305 -1.967
H 1.958 0.669 -1.525
H 1.342 0.278 -0.055
H 0.324 1.277 -1.171
H 0.857 -1.366 -2.189
H -2.748 -1.012 -0.249
H -1.327 -1.076 0.765
H -1.697 0.391 -0.241
O -0.706 3.572 0.450
H -0.282 2.781 0.769
H -1.610 3.396 0.686
O 1.878 -1.118 3.069
H 1.735 -1.920 2.538
H 2.820 -1.141 3.313
*
```



No. 2
# C3H9NO

The molecule C3H9NO (ωB97M-V/def2-TZVPD, OMol25).

Results
HOMO: -9.21 eV
Energy above the lowest of the compared OMol25 structures with the same formula, charge and spin: 2.749 eV
SMILES string: CNCOC
LUMO energy: 1.080 eV

ORCA input file:
```
! wB97M-V def2-TZVPD RIJCOSX def2/J DEFGRID3
* xyz 0 1
C 2.056 0.755 0.501
N 0.985 0.812 -0.559
C -0.349 0.658 0.047
O -0.782 -0.701 -0.460
C -1.844 -1.354 0.194
H 2.165 -0.272 0.599
H 2.829 1.373 0.202
H 1.733 0.983 1.518
H 1.250 0.025 -1.064
H -0.314 0.548 1.200
H -1.144 1.361 -0.217
H -2.701 -0.581 0.249
H -1.481 -1.692 1.213
H -2.154 -2.165 -0.551
*
```



No. 3
# CHNOS2

The molecule CHNOS2 (ωB97M-V/def2-TZVPD, OMol25).

Results
HOMO (spin up / spin down): -7.89 / -7.89 eV
Energy above the lowest of the compared OMol25 structures with the same formula, charge and spin: 4.263 eV
LUMO energy (spin up / spin down): -1.485 / -1.485 eV

ORCA input file:
```
! wB97M-V def2-TZVPD RIJCOSX def2/J DEFGRID3
* xyz 0 1
C 0.127 -0.645 0.213
N -0.453 1.559 0.021
O 0.463 0.585 0.237
S 0.888 -2.090 -0.292
S -1.263 -1.672 -0.082
H 0.239 2.263 -0.098
*
```



No. 4
# H14O7

A 7-piece molecular cluster, H14O7 overall (ωB97M-V/def2-TZVPD, OMol25).

Results
HOMO: -11.04 eV
Energy above the lowest of the compared OMol25 structures with the same formula, charge and spin: 1.817 eV
SMILES string: O.O.O.O.O.O.O
LUMO energy: -0.609 eV

ORCA input file:
```
! wB97M-V def2-TZVPD RIJCOSX def2/J DEFGRID3
* xyz 0 1
O -16.320 -2.133 -27.236
H -16.235 -1.392 -27.832
H -15.967 -1.795 -26.409
O -11.548 0.841 -30.246
H -11.948 0.224 -29.631
H -11.945 1.703 -30.092
O -12.338 -1.266 -28.455
H -11.996 -0.649 -27.810
H -13.038 -1.787 -28.024
O -15.298 0.337 -28.028
H -14.762 -0.095 -27.381
H -14.625 0.632 -28.604
O -13.529 -0.494 -25.986
H -12.685 -0.688 -25.519
H -13.759 0.361 -25.602
O -17.467 1.336 -26.508
H -16.993 0.789 -27.125
H -18.023 0.703 -26.019
O -13.143 2.772 -28.735
H -13.792 3.128 -28.159
H -12.551 2.340 -28.089
*
```



No. 5
# C28H48BIO18S

A 5-piece molecular cluster, C28H48BIO18S overall (ωB97M-V/def2-TZVPD, OMol25).

Results
HOMO: -9.64 eV
SMILES string: COCCCCCCCCCCCC[C@]1(I)OS(=O)(=O)O[C@H]1B(C)O.O=C1OCCO1.O=C1OCCO1.O=C1OCCO1.O=C1OCCO1
LUMO energy: -0.507 eV

ORCA input file:
```
! wB97M-V def2-TZVPD RIJCOSX def2/J DEFGRID3
* xyz 0 1
C -3.277 -3.249 -5.073
O -1.910 -2.859 -5.427
C -1.029 -3.105 -4.296
C -0.701 -4.676 -4.103
C -0.245 -4.948 -2.594
C -1.504 -4.967 -1.564
C -1.334 -6.270 -0.653
C -2.142 -6.236 0.727
C -1.770 -5.001 1.681
C -3.087 -4.470 2.469
C -3.171 -2.854 2.359
C -3.929 -2.478 0.986
C -3.851 -0.889 0.671
C -2.587 -0.502 -0.226
C -2.079 1.014 -0.056
I -3.737 2.419 -0.013
O -1.444 1.292 -1.353
S 0.204 0.999 -1.258
O 0.583 -0.032 -2.289
O 0.866 2.310 -1.608
O 0.217 0.449 0.323
C -0.899 1.124 1.021
B -0.427 2.573 1.603
C 1.154 3.018 1.645
O -1.352 3.559 2.172
H -3.483 -3.089 -3.957
H -3.383 -4.358 -5.316
H -3.979 -2.657 -5.743
H -1.465 -2.702 -3.315
H -0.027 -2.589 -4.511
H -1.581 -5.308 -4.448
H 0.182 -4.900 -4.796
H 0.529 -4.165 -2.306
H 0.244 -5.987 -2.557
H -1.576 -3.991 -0.979
H -2.445 -5.068 -2.202
H -1.726 -7.177 -1.247
H -0.236 -6.506 -0.397
H -1.854 -7.187 1.301
H -3.276 -6.292 0.575
H -1.353 -4.108 1.107
H -1.012 -5.306 2.497
H -4.050 -4.844 1.958
H -3.062 -4.819 3.564
H -2.139 -2.369 2.447
H -3.834 -2.462 3.215
H -5.032 -2.739 1.151
H -3.451 -3.096 0.150
H -3.926 -0.331 1.662
H -4.816 -0.650 0.090
H -1.738 -1.250 -0.037
H -2.915 -0.615 -1.321
H -1.117 0.518 1.962
H 1.238 4.111 1.293
H 1.820 2.367 0.997
H 1.441 2.990 2.761
H -1.414 4.239 1.455
O 1.799 5.550 -6.226
C 1.746 4.436 -5.775
O 0.716 3.571 -5.980
C 1.124 2.303 -5.482
C 2.178 2.661 -4.479
O 2.709 3.879 -4.990
H 0.284 1.772 -5.034
H 1.519 1.708 -6.311
H 1.763 2.845 -3.485
H 2.957 1.901 -4.403
O 3.155 6.582 0.962
C 2.834 6.507 -0.196
O 2.198 5.438 -0.747
C 1.793 5.820 -2.050
C 2.745 6.924 -2.395
O 3.059 7.477 -1.122
H 1.866 4.978 -2.739
H 0.753 6.159 -2.013
H 3.664 6.555 -2.858
H 2.297 7.675 -3.047
O 4.442 6.714 7.800
C 4.118 6.641 6.644
O 3.480 5.574 6.090
C 3.073 5.960 4.783
C 4.026 7.066 4.447
O 4.342 7.615 5.720
H 3.146 5.120 4.090
H 2.033 6.299 4.822
H 4.945 6.700 3.982
H 3.577 7.821 3.799
O 1.164 -5.742 3.138
C 1.476 -4.783 3.793
O 2.482 -4.771 4.708
C 2.684 -3.418 5.094
C 1.360 -2.781 4.791
O 0.866 -3.569 3.716
H 2.948 -3.351 6.150
H 3.497 -2.997 4.496
H 0.661 -2.849 5.630
H 1.457 -1.736 4.494
*
```



No. 6
# C7H12

C7H12 as an isolated structure (ωB97M-V/def2-TZVPD, OMol25).

Results
HOMO: -7.61 eV
Energy above the lowest of the compared OMol25 structures with the same formula, charge and spin: 4.776 eV
LUMO energy: 0.821 eV

ORCA input file:
```
! wB97M-V def2-TZVPD RIJCOSX def2/J DEFGRID3
* xyz 0 1
C -1.455 -1.936 -1.015
C -1.214 -0.879 0.056
C 0.206 -0.716 0.496
C 1.484 0.503 -0.794
C 1.437 1.309 0.474
C 0.089 1.860 0.832
C 0.500 0.503 1.335
H -2.524 -2.121 -1.161
H -0.972 -2.879 -0.743
H -1.042 -1.615 -1.978
H -1.748 0.054 -0.188
H -1.663 -1.216 1.009
H 1.059 -0.660 -0.478
H 1.005 0.923 -1.680
H 2.477 0.115 -1.036
H 2.334 1.792 0.852
H 0.074 2.668 1.558
H -0.669 1.942 0.054
H 0.623 0.352 2.406
*
```



No. 7
# C38H63F6N2O22S2

A 13-piece molecular cluster, C38H63F6N2O22S2 overall (ωB97M-V/def2-TZVPD, OMol25).

Results
HOMO: -6.89 eV
LUMO energy: 1.915 eV

ORCA input file:
```
! wB97M-V def2-TZVPD RIJCOSX def2/J DEFGRID3
* xyz -1 1
C 0.364 1.879 0.837
F -0.872 1.831 0.317
F 1.146 2.592 0.028
F 0.316 2.438 2.047
S 1.027 0.144 0.992
O 1.489 -0.235 -0.312
O 2.069 0.209 1.964
N -0.262 -0.735 1.621
S -0.576 -1.838 0.513
O -1.084 -1.331 -0.741
O 0.389 -2.904 0.444
C -2.078 -2.662 1.240
F -1.837 -3.225 2.391
F -3.034 -1.743 1.430
F -2.516 -3.526 0.367
O 5.467 -0.850 2.553
C 4.928 -1.898 2.434
O 5.030 -2.836 3.403
C 4.441 -4.056 3.012
C 3.648 -3.752 1.745
C 4.201 -2.452 1.209
H 3.798 -4.479 3.784
H 5.194 -4.824 2.800
H 2.581 -3.650 1.959
H 3.644 -4.628 1.089
H 3.449 -1.767 0.837
H 4.950 -2.544 0.418
O 4.806 7.792 -3.793
C 4.819 6.677 -3.400
O 5.869 6.187 -2.696
C 5.693 4.791 -2.386
C 4.195 4.506 -2.544
C 3.764 5.618 -3.533
H 6.040 4.543 -1.391
H 6.205 4.199 -3.148
H 3.672 4.662 -1.600
H 3.982 3.545 -2.998
H 2.740 5.971 -3.458
H 3.812 5.185 -4.540
O -3.554 4.543 2.684
C -3.772 4.404 1.539
O -4.682 3.514 1.074
C -4.629 3.437 -0.365
C -3.280 4.047 -0.761
C -3.042 5.045 0.377
H -5.423 4.005 -0.867
H -4.824 2.387 -0.577
H -3.362 4.523 -1.741
H -2.510 3.284 -0.879
H -3.535 5.977 0.089
H -2.017 5.253 0.654
O 3.327 -1.086 -3.821
C 2.765 -2.118 -3.654
O 1.741 -2.456 -4.461
C 1.351 -3.820 -4.272
C 1.794 -4.126 -2.818
C 3.007 -3.213 -2.620
H 1.798 -4.527 -4.979
H 0.268 -3.915 -4.304
H 2.102 -5.160 -2.654
H 0.950 -3.850 -2.191
H 3.986 -3.622 -2.863
H 2.904 -2.750 -1.639
O -1.919 -5.718 -1.286
C -2.550 -5.360 -2.215
O -2.134 -5.654 -3.488
C -2.701 -4.746 -4.447
C -4.036 -4.354 -3.795
C -3.823 -4.522 -2.281
H -2.974 -5.262 -5.369
H -2.023 -3.927 -4.675
H -4.780 -5.090 -4.124
H -4.428 -3.402 -4.148
H -4.705 -5.014 -1.884
H -3.663 -3.544 -1.826
O -2.453 -1.574 5.850
C -2.981 -2.564 6.189
O -4.204 -2.579 6.816
C -4.478 -3.899 7.324
C -3.686 -4.842 6.427
C -2.447 -3.981 6.091
H -5.556 -4.054 7.290
H -4.164 -4.017 8.366
H -4.148 -5.145 5.489
H -3.377 -5.767 6.922
H -2.097 -4.172 5.077
H -1.572 -4.091 6.733
O 2.016 9.629 1.751
C 2.282 8.514 1.455
O 1.404 7.720 0.786
C 1.998 6.483 0.387
C 3.525 6.608 0.601
C 3.600 7.787 1.603
H 1.750 6.268 -0.655
H 1.578 5.662 0.975
H 4.041 6.902 -0.314
H 3.941 5.684 0.989
H 4.387 8.492 1.349
H 3.736 7.375 2.604
C 5.451 0.689 -1.582
O 4.984 1.093 -2.895
H 6.284 1.324 -1.288
H 4.639 0.770 -0.856
H 5.768 -0.358 -1.595
H 4.561 0.315 -3.297
C -3.084 0.959 3.286
O -1.821 0.384 3.617
H -3.162 1.918 3.794
H -3.174 1.155 2.197
H -3.913 0.256 3.446
H -1.324 0.123 2.816
C -1.233 -1.102 -4.099
O -2.596 -1.540 -4.114
H -0.671 -1.414 -4.977
H -1.267 -0.004 -4.128
H -0.694 -1.429 -3.210
H -3.044 -1.060 -3.387
C 1.051 -2.697 4.355
O 0.305 -1.486 4.323
H 2.102 -2.502 4.109
H 0.991 -3.139 5.356
H 0.576 -3.444 3.702
H 0.058 -1.338 3.385
N -4.630 1.004 -3.161
C -3.613 0.669 -2.304
C -4.057 -0.318 -1.455
C -5.373 -0.654 -1.905
C -5.716 0.200 -2.920
H -4.592 1.804 -3.757
H -2.688 1.222 -2.333
H -3.564 -0.841 -0.659
H -6.066 -1.381 -1.512
H -6.679 0.370 -3.368
*
```



No. 8
# C23H28F9MnO3

C23H28F9MnO3 as an isolated structure (ωB97M-V/def2-TZVPD, OMol25).

Results
⟨S²⟩: 8.76
HOMO (spin up / spin down): -2.25 / -3.80 eV
Energy above the lowest of the compared OMol25 structures with the same formula, charge and spin: 1.029 eV
LUMO energy (spin up / spin down): 2.633 / 2.629 eV

ORCA input file:
```
! wB97M-V def2-TZVPD RIJCOSX def2/J DEFGRID3
* xyz -1 6
O 0.993 -1.767 -1.844
C 0.119 -1.103 -2.806
C -0.460 -2.431 -3.241
H 0.592 -0.480 -3.554
H -0.499 -0.447 -2.249
C 0.318 -3.030 -2.024
H -0.127 -2.635 -4.253
H -1.549 -2.526 -3.180
C 1.552 -3.962 -1.980
H 2.337 -3.695 -2.698
H 1.378 -5.036 -2.065
H 2.012 -3.752 -0.989
C -0.666 -3.450 -0.935
H -1.578 -2.867 -0.803
H -0.184 -3.391 0.029
H -1.030 -4.461 -0.994
Mn -1.804 -0.038 1.923
C -3.831 -0.658 1.692
C -3.803 0.772 1.601
C -2.969 1.122 0.503
H -4.437 1.452 2.150
C -2.480 -0.068 -0.106
C -3.003 -1.184 0.630
H -2.912 -2.230 0.366
H -4.495 -1.222 2.341
H -2.811 2.109 0.138
H -1.951 -0.103 -1.045
C -1.528 -0.646 3.969
C -1.782 -1.821 3.163
C -0.665 -2.008 2.289
H -2.587 -2.532 3.348
C 0.160 -0.848 2.375
C -0.278 -0.103 3.526
H 0.282 0.654 4.052
H -2.092 -0.310 4.847
H -0.399 -2.924 1.803
H 1.060 -0.639 1.814
O 2.799 -0.011 -2.038
C 3.363 -0.620 -3.266
C 4.170 0.411 -4.068
H 2.561 -1.090 -3.871
H 3.960 -1.496 -3.007
C 3.863 1.758 -3.391
H 3.921 0.409 -5.135
H 5.241 0.191 -4.013
C 2.914 1.404 -2.195
H 3.368 2.440 -4.097
H 4.780 2.253 -3.040
H 1.903 1.826 -2.374
H 3.220 1.891 -1.235
F 0.687 3.523 0.367
C -0.421 3.888 1.061
F -0.267 5.190 1.473
F -1.478 3.842 0.207
C -0.623 2.870 2.269
O -0.957 1.651 1.801
C 0.750 2.951 3.080
F 1.361 4.166 3.047
F 0.576 2.641 4.405
F 1.604 2.040 2.565
C -1.763 3.437 3.199
F -1.398 4.556 3.875
F -2.905 3.674 2.484
F -2.111 2.459 4.102
*
```



No. 9
# C12H22CoN6Se

C12H22CoN6Se as an isolated structure (ωB97M-V/def2-TZVPD, OMol25).

Results
⟨S²⟩: 0.76
HOMO (spin up / spin down): -15.10 / -15.09 eV
LUMO energy (spin up / spin down): -7.077 / -7.082 eV

ORCA input file:
```
! wB97M-V def2-TZVPD RIJCOSX def2/J DEFGRID3
* xyz 2 2
Co 0.030 -0.506 -0.517
N 0.942 -0.391 -2.443
C -0.070 0.172 -3.362
C -0.736 1.340 -2.659
N -1.164 1.008 -1.262
C -2.582 0.548 -1.230
C -2.688 -0.893 -1.678
N -1.686 -1.672 -0.908
C -0.999 2.221 -0.407
C 0.432 2.299 0.076
N 0.737 0.997 0.718
H 1.744 0.232 -2.421
H 1.296 -1.271 -2.809
H -0.774 -0.615 -3.616
H 0.374 0.523 -4.294
H -1.589 1.702 -3.236
H -0.017 2.158 -2.602
H -3.215 1.196 -1.840
H -2.934 0.623 -0.199
H -2.488 -1.009 -2.739
H -3.700 -1.258 -1.502
H -1.541 -2.591 -1.317
H -2.076 -1.844 0.017
H -1.663 2.134 0.455
H -1.287 3.125 -0.947
H 0.553 3.134 0.766
H 1.128 2.445 -0.750
H 0.205 0.934 1.585
H 1.712 0.951 1.005
Se 0.231 -3.240 1.205
N 1.060 -1.897 0.240
C 2.320 -2.249 0.084
C 3.336 -1.505 -0.601
C 4.592 -1.995 -0.633
C 4.958 -3.242 0.003
C 4.056 -3.967 0.686
C 2.700 -3.491 0.762
N 1.717 -4.081 1.423
H 3.095 -0.545 -1.039
H 5.366 -1.427 -1.133
H 5.985 -3.574 -0.064
H 4.306 -4.891 1.188
*
```



No. 10
# C25H27BiCl2OP

C25H27BiCl2OP as an isolated structure (ωB97M-V/def2-TZVPD, OMol25).

Results
HOMO: -2.76 eV
LUMO energy: 2.584 eV

ORCA input file:
```
! wB97M-V def2-TZVPD RIJCOSX def2/J DEFGRID3
* xyz -1 1
Bi 2.270 0.289 -3.300
Cl 1.242 -1.908 -2.714
Cl 1.910 1.957 -1.456
C 3.996 -0.486 -2.415
H 4.731 0.183 -1.953
H 4.156 -1.569 -2.423
C -0.937 1.163 -3.529
C -0.139 1.375 -4.532
H -0.941 1.835 -2.664
C -0.149 0.553 -5.808
H 0.532 2.245 -4.544
C -1.382 -0.364 -5.892
H -0.126 1.211 -6.690
H 0.764 -0.066 -5.873
C -1.719 -1.021 -4.560
H -2.236 0.241 -6.219
H -1.229 -1.134 -6.659
C -1.881 0.008 -3.412
H -2.647 -1.597 -4.656
H -0.919 -1.713 -4.267
H -2.925 0.364 -3.404
H -1.737 -0.497 -2.444
O -0.591 -0.942 0.146
P -0.262 -0.449 1.520
C 1.441 0.139 1.680
C 1.803 1.147 2.584
C 3.140 1.548 2.678
C 4.107 0.963 1.856
C 3.735 -0.015 0.929
C 2.409 -0.434 0.847
C -1.274 0.980 1.977
C -1.995 1.038 3.177
C -2.816 2.140 3.438
C -2.930 3.170 2.500
C -2.203 3.113 1.304
C -1.370 2.025 1.042
C -0.484 -1.706 2.805
C -1.651 -2.489 2.766
C -1.877 -3.455 3.748
C -0.927 -3.668 4.756
C 0.253 -2.916 4.774
C 0.482 -1.946 3.793
H 1.043 1.625 3.207
H 3.416 2.324 3.396
H 5.150 1.277 1.927
H 4.462 -0.437 0.237
H 2.107 -1.172 0.100
H -1.914 0.227 3.903
H -3.369 2.184 4.378
H -3.583 4.020 2.698
H -2.286 3.916 0.568
H -0.784 1.978 0.121
H -2.373 -2.336 1.962
H -2.797 -4.042 3.725
H -1.106 -4.422 5.523
H 1.002 -3.082 5.550
H 1.412 -1.374 3.797
*
```



No. 11
# C4H12NO7

C4H12NO7 as an isolated structure (ωB97M-V/def2-TZVPD, OMol25).

Results
HOMO: -13.75 eV
Energy above the lowest of the compared OMol25 structures with the same formula, charge and spin: 0.000 eV
LUMO energy: -2.621 eV

ORCA input file:
```
! wB97M-V def2-TZVPD RIJCOSX def2/J DEFGRID3
* xyz 1 1
C 0.624 -1.635 1.077
C -2.396 -0.454 -1.410
C 1.397 -0.140 -0.674
C 0.128 0.758 1.212
N 0.451 -0.376 0.357
O -3.579 -0.869 -1.659
O -1.528 -0.279 -2.263
O 0.738 0.618 -1.747
O 2.477 0.585 -0.238
O -1.123 0.523 1.726
O 0.091 1.884 0.367
O 0.992 0.955 2.254
H -0.092 -1.654 1.895
H 0.404 -2.452 0.394
H 1.635 -1.749 1.480
H -2.223 -0.275 -0.339
H 1.667 -1.097 -1.139
H -3.764 -1.040 -2.604
H -0.327 0.159 -1.984
H 0.547 1.503 -1.338
H 3.206 0.574 -0.869
H -1.132 0.762 2.662
H -0.100 2.667 0.901
H 1.906 1.033 1.939
*
```